Here is a molecular structure, C42H31N3O5P2SSe2Ti in a non-equilibrium geometry from OMol25. Energies are from ωB97M-V/def2-TZVPD.

Geometry as ORCA input:
```
! RIJCOSX wB97M-V def2-TZVPD def2/J DEFGRID3
* xyz 0 3
Ti -0.869 0.178 0.141
O -1.341 -0.982 -1.525
S -2.463 -1.657 -0.774
O -3.758 -1.490 -1.336
O -2.292 -1.184 0.643
C -2.069 -3.358 -0.660
C -3.010 -4.309 -1.022
C -2.726 -5.643 -0.779
C -1.538 -5.998 -0.152
C -0.602 -5.033 0.204
C -0.845 -3.694 -0.061
P 0.425 -2.382 0.205
C 1.270 -2.989 1.711
C 0.611 -2.660 2.900
C 1.168 -2.979 4.130
C 2.405 -3.608 4.188
C 3.062 -3.948 3.015
C 2.494 -3.651 1.780
C 1.515 -2.784 -1.214
C 2.881 -2.518 -1.167
C 3.685 -2.714 -2.282
C 3.130 -3.165 -3.470
C 1.763 -3.406 -3.540
C 0.961 -3.210 -2.425
H -3.940 -3.992 -1.481
H -3.438 -6.407 -1.064
H -1.335 -7.041 0.065
H 0.320 -5.321 0.696
H -0.347 -2.155 2.858
H 0.640 -2.725 5.044
H 2.855 -3.838 5.147
H 4.027 -4.440 3.055
H 3.010 -3.946 0.878
H 3.330 -2.134 -0.261
H 4.748 -2.506 -2.219
H 3.755 -3.317 -4.341
H 1.316 -3.749 -4.466
H -0.104 -3.383 -2.508
Se 0.116 3.886 0.187
P -1.714 3.565 -0.818
Se -2.827 1.717 -0.298
C -1.513 3.527 -2.629
C -1.570 4.723 -3.343
C -1.493 4.712 -4.731
C -1.349 3.510 -5.412
C -1.257 2.320 -4.702
C -1.337 2.329 -3.315
C -2.918 4.906 -0.549
C -4.214 4.773 -1.057
C -5.152 5.768 -0.834
C -4.804 6.899 -0.102
C -3.516 7.039 0.392
C -2.569 6.040 0.171
H -1.678 5.663 -2.815
H -1.564 5.645 -5.281
H -1.312 3.501 -6.496
H -1.148 1.377 -5.227
H -1.294 1.395 -2.779
H -4.481 3.885 -1.617
H -6.157 5.661 -1.228
H -5.546 7.667 0.090
H -3.242 7.924 0.957
H -1.562 6.134 0.557
O 5.198 -0.110 4.221
N 4.835 -0.110 3.043
O 5.593 -0.422 2.114
C 3.483 0.225 2.741
C 2.615 0.394 3.818
C 1.263 0.616 3.617
C 0.316 0.852 4.653
C -0.989 1.022 4.342
C -1.412 0.952 2.993
N -0.570 0.741 2.015
C 0.759 0.589 2.295
C 1.645 0.492 1.179
N 1.069 0.604 -0.059
C 1.871 0.685 -1.144
C 3.231 0.657 -1.033
C 3.834 0.483 0.211
C 3.037 0.378 1.369
H 3.019 0.343 4.819
H 0.655 0.907 5.684
H -1.724 1.216 5.112
H -2.445 1.079 2.713
H 1.379 0.794 -2.098
H 3.836 0.744 -1.927
H 4.905 0.440 0.292
*
```

The calculation puts the relative energy (zero: lowest compared OMol25 entry of this formula, charge and spin) at 6.88 kcal/mol. The expectation value of S² is 2.032. As for the molecular weight: 957.528 g/mol. The value obtained for the frontier orbital gap (spin up / spin down) is 4.5 / 6.9 eV.